# 1
Here is a cluster of 12 separate species, C60H156N12O18 in total in a non-equilibrium geometry from the OMol25 dataset. Energies are from ωB97M-V with the def2-TZVPD basis set.

Structure (ORCA input):
```
! wB97M-V def2-TZVPD RIJCOSX def2/J DEFGRID3
* xyz 0 1
H -0.7210 -5.0838 5.1980
N 2.2173 1.9145 1.5582
H 0.8280 -6.8082 0.5142
H 0.2806 -3.5081 6.3399
C 4.2803 2.6982 4.1320
H 1.5309 2.6291 1.8038
H -4.6727 10.5990 -1.6101
O 0.6224 3.7394 -0.3527
H 6.7192 -4.0563 2.2871
H -5.6563 2.4466 -0.9968
H -4.6893 3.9297 2.6977
N -0.9355 -4.1479 4.8518
H 2.3825 -4.3802 -2.5079
C -0.7803 2.1257 -6.1780
H 2.4279 3.3384 -9.2598
H -1.4892 1.2945 -6.2000
C 2.7689 4.7858 -3.3361
C -2.4720 -0.1945 -1.6186
C 5.8476 -5.4577 6.7347
C -0.6023 4.0884 -0.9452
H -0.1858 -4.3872 2.8116
O -1.4808 0.7367 -2.0237
H 1.4499 -5.0939 4.4916
H 5.1166 -3.8360 1.6600
H 0.2548 -2.3956 5.0119
C 1.4148 3.1556 -6.8663
C 1.7247 3.9152 -4.0534
H -5.9392 2.6968 4.6541
H -2.7109 0.9020 0.1944
H -5.1329 -2.4147 2.2271
N -2.1840 -3.6291 0.1100
H -1.4415 -3.2725 3.0510
H -3.8725 11.5189 -2.9263
H 3.6020 3.5507 4.1302
H -2.2107 3.3589 -3.5010
H -2.8670 -3.2824 -0.5605
H -1.9078 -2.7481 0.5591
N -2.4938 -2.1079 6.4850
O -4.0477 9.4527 -3.2281
O 1.2509 -4.9921 -0.3877
H 5.1680 -1.8263 5.8371
H -1.9159 0.5435 5.6301
H -5.8236 7.5579 -3.8481
O 1.9172 -3.5835 -4.3859
H -3.0700 -5.0132 3.6100
H 2.4188 -1.5838 -4.7372
H -6.8174 2.5061 0.3065
H 3.1010 2.9590 -0.0597
H 0.1263 -6.9407 3.0447
C -1.3927 -0.5764 1.9262
O -5.6392 0.7992 0.2540
H -0.2599 -2.3694 2.1728
C -6.7869 0.1222 -0.2218
H 0.1516 -6.5765 -1.1792
H 5.3065 3.0722 3.9985
H 2.0226 -1.8511 -7.2449
H 2.4125 -4.0049 5.4069
H 3.9169 0.5244 0.0734
H -1.5972 0.3529 -4.0925
H -3.7816 -0.7768 -7.2932
C 2.5140 -3.4838 -3.1098
H -0.2851 -1.4792 3.6111
C -2.2089 -0.2457 4.9382
C -3.7006 -1.8469 -7.5140
H 4.1464 2.1333 3.2072
H 2.1903 3.6416 -5.0010
C -4.0052 -1.9901 4.5837
C 5.2069 -6.1344 2.9143
H 1.8298 -6.8737 -0.9124
C -2.1666 -5.2726 3.0511
H -0.3298 -0.5365 -3.1942
H -0.1328 1.1654 -3.4565
H -1.0390 -8.3227 2.8030
C -0.2217 -1.3348 2.5244
H -3.7691 2.6749 0.7052
C 1.5491 -2.5170 -6.5178
C 0.3285 -3.4623 5.2503
C 6.4227 4.6263 -3.1139
H 2.2180 0.7611 -6.1026
C 0.9618 -6.3724 -0.4787
H 2.9462 0.3652 5.3242
H -5.9720 10.0282 -3.7733
H -4.7952 4.0548 0.4410
C -5.4686 8.1794 -4.6805
H 4.8683 -6.7958 3.7095
C 2.3937 2.1442 0.1167
H 1.2851 3.7609 -5.9684
H -5.1280 1.1893 5.0210
H 4.4268 -6.0830 2.1524
O -1.8220 -6.5699 3.4987
C -5.0737 9.5495 -4.1877
H -1.4242 3.4398 -0.6194
H 2.9769 5.8461 -5.0250
H 7.1348 5.3481 -2.6978
H -3.1534 5.6868 -3.9008
H 1.1537 2.2336 -1.6745
H 3.7237 -3.8898 7.1384
C 5.5941 -2.4719 3.2528
H 4.9465 -5.8639 6.2600
H 1.5002 3.0226 -3.4724
C 4.6387 -0.0040 6.5398
O 5.7824 -4.0512 6.8586
C -2.1270 -2.0530 -5.7867
H -0.0506 -4.5619 1.1874
H 7.4761 -2.3332 4.0739
C -4.5121 6.1476 -5.6184
N 4.4617 -1.4489 6.4728
O 4.1882 2.0410 5.3716
C 4.6763 -3.6121 7.6029
H -0.4824 -2.3779 -4.4744
H 0.5284 1.3522 -7.7094
H -4.8393 3.1663 6.8642
H -3.4499 -0.7072 0.2348
H 0.2630 1.8080 -0.1659
H 2.5255 4.9839 -2.2914
H -0.0904 -3.8646 -2.6428
H 2.1296 -2.3471 1.9656
O 0.9722 -0.6788 2.1751
H 5.7098 0.2381 6.5650
H -2.8361 -2.6097 -5.1663
H -3.5077 7.8683 -5.0662
H 4.2530 3.1893 -2.9415
H 3.1745 0.9923 -1.5092
N 1.2717 0.9605 -5.7887
H -1.2174 3.0013 -6.6626
H -0.0652 -1.6363 -7.3130
C 5.6855 -3.8501 2.6008
H 6.6596 3.7082 -2.5665
O 0.9693 3.9887 -7.9282
H -6.3199 8.3229 -5.3574
H 0.8507 2.6144 -9.5274
H 1.7756 1.0065 1.6724
H -2.4238 -5.2652 1.9876
H -0.6109 -3.6162 -5.7354
C 4.1578 4.1665 -3.4348
H -0.5558 4.0362 -2.0404
H 3.4106 -2.7763 -5.5328
N -1.3288 -0.6568 0.4647
C 4.0062 0.6535 5.3260
H 4.6824 -4.0188 8.6239
C -3.9042 10.5664 -2.3861
H 4.1525 0.3769 7.4403
C 4.7432 -2.0945 7.7600
C 0.1975 -4.2113 0.1822
H -7.0261 0.4702 -1.2363
H 3.6575 6.5450 -3.7941
H 6.1939 -6.4242 2.5544
H -0.5804 -0.1063 0.0624
H -3.7308 1.7219 6.8474
C -0.8900 -3.5029 -1.9915
H -2.9245 10.4795 -1.9160
H 3.9027 -4.0237 3.5704
C -5.7987 2.1870 0.0637
H -0.7086 2.3102 -5.1029
N 6.5110 -2.3166 4.4047
H 0.7771 0.0638 -5.7423
C -0.8890 0.4049 -3.2610
H -3.3967 2.2093 -4.1908
H -6.3921 -2.6838 3.4731
H -1.9427 -2.7607 5.9091
H 2.4933 2.9813 -6.9502
H -3.2589 -2.4986 3.9557
H 5.7291 -1.7840 8.1269
H 4.4157 4.0128 -4.4958
H 1.4129 -3.5125 -6.9578
H -3.8069 1.5713 2.8646
H -1.3484 0.4751 2.2371
H -0.9077 -6.9407 1.6595
N 0.2471 -1.8504 -6.3765
H 3.9834 -1.8195 8.4944
H -3.9427 3.2407 -2.9216
C 1.3516 3.5346 -9.2029
H -5.5287 1.1230 2.7588
C -5.0036 2.1415 4.5002
H -1.7865 -3.4603 -2.6130
C -3.9167 2.7302 6.4669
H 3.0140 -0.8089 2.2991
C -1.0731 -4.2135 -0.6694
H -6.4236 -1.2267 2.5128
H 2.3097 0.0102 -0.2749
C 1.0663 2.4211 -0.5991
H 2.1651 -1.6912 3.5847
H -1.3074 -0.8111 4.6892
H -4.5257 -2.8091 5.0984
C -3.2168 -1.1648 5.6017
H -2.2688 -1.0400 2.3852
H 4.6140 -2.2759 3.6957
C 3.0900 -3.9390 2.8468
O -3.7501 4.0418 -4.8047
H 2.9448 -4.8583 2.2690
O 5.2702 -4.8354 3.5185
H -3.8559 -0.5774 6.2628
O -2.4518 -2.3640 -7.1386
H -3.0866 3.3283 6.8523
N 2.7792 6.0949 -4.0528
C 5.8938 -1.4065 2.2135
H 6.6592 -5.6946 6.0514
H -2.2117 -1.2088 -1.9387
H 1.0467 4.3122 -9.9015
O -3.9081 2.8604 5.0642
C -4.0974 5.3652 -4.3627
C 2.1363 -1.4062 2.5277
H 1.9674 -2.6737 -2.6106
H -4.5578 -2.3761 -7.0871
H -3.8095 -1.9133 -8.5975
C -1.1017 -4.2574 3.3985
O 1.8852 -3.4472 3.3943
H -2.6192 0.2197 4.0427
H -4.8606 5.2868 -3.5795
H -6.6614 -0.9544 -0.2549
H 5.9518 -5.9066 7.7247
C -2.5803 -0.1445 -0.1047
H -0.8481 5.1243 -0.7207
C -4.8371 1.9238 3.0015
H -3.8656 5.8461 -6.4457
N -5.1464 3.1404 2.2578
C -5.7504 -1.9342 2.9955
C 1.6103 -4.0148 4.6614
H -4.7337 10.1936 -5.0088
C 0.6115 1.8719 -6.7470
H 6.7343 4.5975 -4.1652
H -7.6571 0.4534 0.3568
H 3.4414 -3.2062 2.1165
H 6.8168 -1.5241 1.6495
C 3.0090 0.8355 -0.4410
C -3.2570 3.2120 -3.7775
H 6.4679 -3.1953 4.9280
H -5.5167 5.8898 -5.9576
H -1.3440 -5.2647 -0.7920
C -0.7102 -2.5424 -5.5291
H 5.0517 -1.3852 1.5125
C 2.3760 -2.5548 -5.2426
H 0.7999 4.4716 -4.1862
H 5.8057 -0.4206 2.6744
C -4.7941 3.0438 0.8544
O -4.9368 -1.2074 3.8757
N -4.3943 7.5810 -5.4599
H -0.5629 -2.4796 -1.7703
H -3.4166 0.1054 -2.0916
H 3.5777 -3.2346 -3.0355
O 5.1181 5.0769 -2.9292
H 0.5726 -3.1883 0.1996
H -3.2016 -2.7337 6.8671
C -0.8718 -7.2543 2.7096
H -2.2047 -0.9746 -5.6224
H 4.4088 0.1587 4.4332
*
```

Values from the calculation:
HOMO level	-0.31303	hartree
calculated total energy	-119471.205	eV
frontier orbital gap	8.9	eV
LUMO energy	0.351	eV
SMILES	COC[C@H](C)N.COC[C@H](C)N.COC[C@H](C)N.COC[C@H](C)N.COC[C@H](C)N.COC[C@H](C)N.COCCNCCOC.COCCNCCOC.COCCNCCOC.COCCNCCOC.COCCNCCOC.COCCNCCOC

=====

# 2
Here is a structure of composition C50H70CsGeN7OP3S from the OMol25 dataset. Energies are from ωB97M-V with the def2-TZVPD basis set.

Structure (ORCA input):
```
! wB97M-V def2-TZVPD RIJCOSX def2/J DEFGRID3
* xyz 0 2
H 2.3070 -1.8929 -3.4926
H 2.6204 6.8888 1.7100
H 4.8687 -4.3105 0.3831
C 0.4563 2.7593 -4.3317
H 3.6083 -1.0174 -0.9409
H 1.3150 -5.1962 1.4923
N 9.2419 0.9559 1.8723
H 1.1238 -4.0710 -0.5343
H 7.1657 1.8162 -1.3975
C 0.8800 -3.0115 -0.5673
C 2.5374 4.3809 3.9862
H -2.9771 3.8647 3.7049
H 5.0603 -2.0213 -0.8501
C -1.4025 -3.8120 -0.9503
H -2.0098 5.8345 -0.4301
C 5.1710 1.5337 -0.6192
C -3.7971 -0.0563 -3.4542
H 3.5317 -4.6158 1.4900
H -0.5535 3.0052 -3.9938
S 2.0223 1.6930 3.6994
H -0.2680 -1.2022 -6.0457
H -1.5190 1.0290 -3.4785
C 0.8256 -0.5184 -4.3205
P 0.6923 0.4002 -2.6851
H 8.7155 1.0159 2.7228
H 0.0222 -5.3439 -1.4994
H -4.0833 -4.1236 1.2615
H -4.0681 -6.5586 -1.7983
C -1.7837 4.7693 -0.3295
C 6.5528 1.5091 -0.5615
H 4.0328 -2.1806 1.3264
H 0.3804 2.1282 -5.2171
H -0.7560 0.2931 2.7197
H 4.3120 0.4499 2.3229
H -5.3536 -3.7057 3.3348
H -4.7822 -4.3037 -1.1079
H 1.7662 4.0184 -2.3319
H 0.9343 3.6955 -4.6337
H -1.8485 4.6606 1.8028
H 0.6610 -2.5452 -3.5670
H -5.9421 -1.3991 4.0073
C 0.3895 -2.3446 3.2669
H 0.1657 -2.8874 4.1898
H -3.9127 2.1059 -0.2360
C 3.9677 -2.0403 -0.8107
H 1.6257 -2.4055 -5.0425
C -0.4619 -0.6265 -5.1366
H -3.9557 5.6794 1.0628
H 1.3740 -2.5968 -1.4519
H 3.2738 -4.6860 -0.2600
N -3.5393 0.2312 0.4586
C -4.3155 -3.1100 1.5549
P 1.7256 -2.1498 0.8517
C 4.9740 0.7334 1.5087
C 7.1611 1.0765 0.6080
C 2.6842 5.6575 3.4998
N -1.8030 -0.4982 -2.0447
C 1.2956 -3.1785 2.3516
H 2.9486 6.4690 4.1686
C -3.6281 1.6335 0.7099
H -0.2722 -4.4235 1.5071
H -2.7131 2.5567 4.8516
C 0.6600 -4.5381 2.0652
H 0.4223 -5.0433 3.0060
C -3.8632 4.5901 1.0574
C -1.8044 2.1802 2.9411
H -1.6359 -7.0506 -1.9819
C 3.4857 -2.6588 0.5066
C -3.7265 -4.5379 -1.1639
C -3.1272 -0.6789 -2.3889
Cs 1.1567 1.0682 0.7519
O 9.3232 1.1320 -0.3750
C -1.1282 0.7037 -2.5207
H 2.2765 1.9105 -3.5962
C 2.1599 4.8255 1.3480
C -3.9100 -2.0537 0.7776
H -3.2669 0.6160 -4.1137
H -1.2607 1.5483 -1.8223
H 2.0188 4.9593 0.2766
N -3.1834 -2.2012 -0.4723
C 2.4988 5.9017 2.1363
C -5.1482 -0.2826 -3.6833
C 8.6682 1.0612 0.6456
H 2.2494 -3.3303 2.8655
H 0.8521 -1.3912 3.5343
C -5.2409 -1.7450 -1.8018
H 1.5627 0.0531 -4.8931
C -5.3605 -1.5681 3.1107
H -3.8926 2.3539 3.5624
H 2.0552 2.6483 -1.2576
H -5.6283 0.2151 -4.5175
C -1.5784 0.7096 3.2958
H -4.3496 4.2129 1.9557
C -1.0232 -5.1035 -1.3733
H 3.6201 -2.6345 -1.6597
N 1.9875 3.5753 1.8006
C 1.3935 -1.9227 -4.0893
H 4.6662 1.8690 -1.5203
H -5.8032 -2.3745 -1.1209
N -0.5572 -2.7964 -0.6226
C 3.7970 -4.1540 0.5386
H -4.4199 4.2260 0.1905
H -0.6998 4.6514 -0.3423
C -2.9144 2.7808 3.8010
C -3.8944 -1.5418 -1.5929
C -4.1487 -0.6983 1.1986
H -0.5610 -2.1264 2.7686
H 6.7563 0.3088 2.5953
H -4.3615 1.9239 1.4641
H 10.2454 0.9806 1.9194
P -1.9445 2.3928 1.0992
C 1.3827 3.0449 -2.0167
H -1.2357 -1.1521 -4.5720
C -2.7893 -3.5702 -0.8541
C -1.9698 -6.0716 -1.6591
H 0.3999 3.2042 -1.5606
C -5.8870 -1.1174 -2.8584
C -2.3850 4.2077 0.9631
H -2.4713 0.1094 3.1124
H -0.8709 2.7115 3.1699
H -1.3131 0.6217 4.3509
H -6.9441 -1.2748 -3.0258
N 4.3859 1.1520 0.3904
C -5.0365 -2.8684 2.7271
C -3.3303 -5.8055 -1.5576
H -0.8587 0.3419 -5.4430
C 1.2669 2.1011 -3.2175
H 2.6845 4.1523 5.0322
Ge -1.3635 -1.0382 -0.2153
H -2.1952 4.2586 -1.2072
H -5.1556 0.5102 2.6916
C 2.1920 3.3195 3.1140
C -4.9252 -0.4939 2.3651
C 6.3524 0.6790 1.6616
*
```

Values from the calculation:
HOMO level (alpha / beta)	-0.23930 / -0.23930	hartree
calculated total energy	-161231.273	eV
frontier orbital gap (alpha / beta)	6.8 / 4.8	eV
LUMO energy (alpha / beta)	0.245 / -1.753	eV

=====

# 3
Here is the molecule C20H17BrN2O3S from the OMol25 dataset. Energies are from ωB97M-V with the def2-TZVPD basis set.

Structure (ORCA input):
```
! wB97M-V def2-TZVPD RIJCOSX def2/J DEFGRID3
* xyz 0 1
C 0.8506 4.9657 -4.1499
O 0.2468 -2.2072 -0.3788
H -2.9863 1.9973 -2.8995
H 2.6745 4.3320 -4.3556
C 1.0965 -1.1370 3.0039
O 0.1529 0.0537 -3.0899
H 1.5690 -1.7736 -1.9312
C 0.8107 -1.4328 0.5962
C 1.9132 -0.0012 2.7443
N -1.4655 -0.5300 -1.5798
H 2.0482 4.5341 -1.7725
H -1.2734 3.2685 -4.1292
H 0.1423 -2.7689 -2.2909
C 1.1753 3.9104 -1.8929
C 0.7904 3.0358 -0.8934
H 1.3557 2.9812 0.0245
C 0.5645 -1.8250 1.8959
H 2.6590 0.8487 5.9470
C 0.8678 -1.5196 4.3413
C 2.1422 0.3904 1.4117
O 2.2393 5.1792 -4.2073
C 2.2293 0.3052 5.1191
H 1.2417 -1.1190 6.3920
C 1.4226 -0.8148 5.3722
C -1.0625 2.3121 -2.2274
N -2.2217 1.5450 -2.4142
C 2.4674 0.7024 3.8338
C -0.3257 2.2360 -1.0500
H 0.4153 5.9513 -3.9510
H 0.2482 -2.3806 4.5417
H -0.6297 1.5671 -0.2587
Br -0.5392 -3.3562 2.1269
H 3.0866 1.5634 3.6279
S -4.0488 -0.2443 -1.8696
C 0.4329 4.0038 -3.0637
H -1.7626 -1.3153 -1.0073
C -2.5053 0.3140 -1.9563
C 1.6040 -0.2970 0.3591
C -0.6902 3.2087 -3.2219
C -0.2635 -0.6702 -2.2198
C 0.5006 -1.9018 -1.7248
H 2.7623 1.2543 1.2250
H 0.4695 4.6160 -5.1204
H 1.7827 0.0397 -0.6498
*
```

Values from the calculation:
HOMO level	-0.30776	hartree
calculated total energy	-111016.919	eV
frontier orbital gap	8.3	eV
LUMO energy	-0.034	eV
SMILES	O=C(COc1ccc2ccccc2c1Br)NC(=S)Nc1cccc(CO)c1

=====

# 4
Here is the molecule C6H6O3 in a non-equilibrium geometry from the OMol25 dataset. Energies are from ωB97M-V with the def2-TZVPD basis set.

Structure (ORCA input):
```
! wB97M-V def2-TZVPD RIJCOSX def2/J DEFGRID3
* xyz 0 1
C -0.4907 -2.0212 0.4934
O -0.0442 -0.0852 -1.5860
O -2.4875 1.1883 0.7012
H 1.4863 1.6802 -0.8169
C -0.9193 -0.0653 -0.4835
C 1.3970 1.1171 0.0378
H -1.4851 2.0222 -0.8285
C 0.5898 -0.1384 -0.3213
H 0.8531 1.7943 0.7340
H 1.7836 -1.6963 0.6301
H 2.4159 0.8066 0.2532
O -1.5002 -1.2726 0.0526
C -1.6111 1.1821 -0.1355
C 0.7441 -1.4728 0.3441
H -0.7317 -3.0389 0.9256
*
```

Values from the calculation:
HOMO level	-0.34669	hartree
calculated total energy	-12458.564	eV
frontier orbital gap	9.9	eV
LUMO energy	0.468	eV
SMILES	C[C@@]12C=CO[C@]1(C=O)O2

=====

# 5
Here is the molecule C3H4N2O2 in a non-equilibrium geometry from the OMol25 dataset. Energies are from ωB97M-V with the def2-TZVPD basis set.

Structure (ORCA input):
```
! wB97M-V def2-TZVPD RIJCOSX def2/J DEFGRID3
* xyz 0 1
H 0.9077 -1.1319 2.7789
C 0.4603 -1.5305 0.5653
H -1.3222 2.2248 -1.9229
N -0.5501 1.5668 -1.8206
O -0.0371 -0.8743 -0.4782
O 0.3279 0.4573 1.3771
N -0.1950 1.5563 -0.4582
H 0.8078 -2.4497 0.4934
C 0.5894 -0.8597 1.7244
H -0.8487 0.5449 -2.3944
C -0.1399 0.4959 0.1354
*
```

Values from the calculation:
HOMO level	-0.29924	hartree
calculated total energy	-10247.043	eV
frontier orbital gap	8.9	eV
LUMO energy	0.799	eV
SMILES	NN=c1occo1

=====

# 6
Here is a cluster of 2 separate species, C2HBrCl2F2 in total in a non-equilibrium geometry from the OMol25 dataset. Energies are from ωB97M-V with the def2-TZVPD basis set.

Structure (ORCA input):
```
! wB97M-V def2-TZVPD RIJCOSX def2/J DEFGRID3
* xyz 0 1
C -0.6457 0.1736 -0.6788
H 1.5535 -0.9870 0.3441
Cl 0.1357 -0.5693 1.8233
F 2.2675 -0.9761 -0.2574
Br -1.0405 2.1430 1.1418
Cl -0.4307 -1.3030 -1.5183
F -1.2872 1.0905 -1.4434
C -0.5526 0.4283 0.5887
*
```

Values from the calculation:
HOMO level	-0.36765	hartree
calculated total energy	-102611.286	eV
frontier orbital gap	10.4	eV
LUMO energy	0.411	eV
SMILES	F/C(Cl)=C(/Cl)Br.F

=====

# 7
Here is a structure of composition C3H5CuO3 in a non-equilibrium geometry from the OMol25 dataset. Energies are from ωB97M-V with the def2-TZVPD basis set.

Structure (ORCA input):
```
! wB97M-V def2-TZVPD RIJCOSX def2/J DEFGRID3
* xyz 2 3
C 0.8520 -1.3758 0.0609
O -1.0996 2.0384 0.1219
C -1.3079 1.3250 -0.9408
H -0.1321 -2.0526 -0.0015
Cu -0.5259 0.8569 1.8725
O -0.9687 0.0635 -0.4659
H -1.4429 2.9472 0.0356
C 0.1363 -0.5120 -0.8492
H 1.5448 -0.7521 0.6639
H 0.6162 -0.0923 -1.7421
O 0.7351 -0.4763 1.7530
H 1.5927 -1.9697 -0.5083
*
```

Values from the calculation:
HOMO level (alpha / beta)	-0.72973 / -0.75168	hartree
calculated total energy	-53944.080	eV
frontier orbital gap (alpha / beta)	8.7 / 7.6	eV
LUMO energy (alpha / beta)	-11.201 / -12.851	eV